This record from the Open Molecules 2025 dataset describes a cluster of 2 separate species, C2H2I2NO in total in a non-equilibrium geometry. The level of theory is ωB97M-V/def2-TZVPD.

As for the total charge: -1. As for the spin multiplicity: 1. For the LUMO energy (alpha / beta), the calculation gives 1.49 / 1.69 eV. The HOMO-LUMO gap (alpha / beta) comes out at 5.01 / 5.21 eV.

XYZ file:
```
8
C2H2I2NO ωB97M-V/def2-TZVPD
I 3.28 -2.38 -1.20
I -1.89 -1.78 0.46
O 0.27 2.58 -0.05
N 0.75 1.42 0.10
C -0.96 0.04 0.27
C 0.30 0.32 0.60
H -1.63 0.72 -0.30
H 1.06 -0.48 0.64
```

natural (NBO) atomic charge list, values in e, 5 entries: number 1, I, carries -0.9872; number 2, I, carries 0.1760; number 3, O, carries -0.3316; number 4, N, carries 0.1172; number 5, C, carries -0.2979


This record from the Open Molecules 2025 dataset describes a structure of composition C2H2I2OS in a non-equilibrium geometry. The level of theory is ωB97M-V/def2-TZVPD.

As for the spin multiplicity: 1. For the LUMO energy, the calculation gives -0.70 eV. The HOMO-LUMO gap comes out at 7.97 eV.

XYZ file:
```
8
C2H2I2OS ωB97M-V/def2-TZVPD
I 1.64 1.94 0.22
I 1.72 -1.65 0.20
S -0.71 0.07 1.84
O -1.18 -0.74 -1.83
C 0.48 0.08 0.44
C -0.71 0.15 -1.27
H -0.65 1.30 -1.52
H -0.58 -1.15 1.93
```

natural (NBO) atomic charge list, values in e, 5 entries: number 1, I, carries 0.1539; number 2, I, carries 0.2033; number 3, S, carries 0.0668; number 4, O, carries -0.4610; number 5, C, carries -0.7400


This record from the Open Molecules 2025 dataset describes a structure of composition C2H2I2S2 in a non-equilibrium geometry. The level of theory is ωB97M-V/def2-TZVPD.

As for the spin multiplicity: 1. For the LUMO energy, the calculation gives -0.85 eV. The HOMO-LUMO gap comes out at 8.05 eV.

XYZ file:
```
8
C2H2I2S2 ωB97M-V/def2-TZVPD
I 2.35 0.29 -0.74
I -0.01 -2.47 0.03
S -1.51 0.25 -1.10
S 0.70 1.67 1.68
C -0.62 -0.41 0.31
C 0.82 0.63 0.51
H -1.32 -0.40 1.11
H -0.41 0.44 -1.80
```

natural (NBO) atomic charge list, values in e, 5 entries: number 1, I, carries 0.3020; number 2, I, carries 0.0957; number 3, S, carries 0.0451; number 4, S, carries 0.2021; number 5, C, carries -0.5157


This record from the Open Molecules 2025 dataset describes an isolated molecule of C2H2IN3 in a non-equilibrium geometry. The level of theory is ωB97M-V/def2-TZVPD.

As for the spin multiplicity: 1. For the LUMO energy (alpha / beta), the calculation gives -2.13 / -2.13 eV. The HOMO-LUMO gap (alpha / beta) comes out at 6.48 / 6.49 eV.

XYZ file:
```
8
C2H2IN3 ωB97M-V/def2-TZVPD
I 0.13 -0.48 2.54
N 0.74 0.90 -0.28
N 1.20 -1.11 -1.32
N 0.72 -1.39 -0.28
C -0.64 0.69 -0.28
C 0.26 -0.30 0.42
H -1.26 1.26 0.41
H -1.14 0.44 -1.21
```

natural (NBO) atomic charge list, values in e, 5 entries: number 1, I, carries 0.1227; number 2, N, carries -0.4256; number 3, N, carries 0.2189; number 4, N, carries -0.0807; number 5, C, carries -0.2538


This record from the Open Molecules 2025 dataset describes a structure of composition C2H2IN3 in a non-equilibrium geometry. The level of theory is ωB97M-V/def2-TZVPD.

As for the spin multiplicity: 1. For the LUMO energy, the calculation gives -0.20 eV. The HOMO-LUMO gap comes out at 8.61 eV.

XYZ file:
```
8
C2H2IN3 ωB97M-V/def2-TZVPD
I -3.11 0.26 0.04
N -0.42 -1.16 -0.03
N 0.30 1.14 -0.12
N 1.28 0.30 -0.04
C 0.90 -0.94 -0.06
C -1.07 -0.10 0.13
H 0.54 2.15 0.09
H 1.58 -1.66 -0.02
```

natural (NBO) atomic charge list, values in e, 5 entries: number 1, I, carries 0.2642; number 2, N, carries -0.4645; number 3, N, carries -0.4236; number 4, N, carries -0.1881; number 5, C, carries 0.0736


This record from the Open Molecules 2025 dataset describes an isolated molecule of C2H2IN3O. The level of theory is ωB97M-V/def2-TZVPD.

The SMILES is N#CC(=O)NNI. As for the spin multiplicity: 1. For the LUMO energy, the calculation gives -1.13 eV. The HOMO-LUMO gap comes out at 8.50 eV.

XYZ file:
```
9
C2H2IN3O ωB97M-V/def2-TZVPD
I 2.69 0.26 0.17
O -1.87 0.76 1.72
N -0.80 2.87 -0.78
N -0.23 -0.19 0.47
N 0.72 -0.19 -0.50
C -1.07 0.83 0.81
C -0.93 1.97 -0.08
H -0.23 -1.01 1.07
H 0.52 0.54 -1.18
```

natural (NBO) atomic charge list, values in e, 5 entries: number 1, I, carries 0.2018; number 2, O, carries -0.5151; number 3, N, carries -0.2299; number 4, N, carries -0.4245; number 5, N, carries -0.5383


This record from the Open Molecules 2025 dataset describes a cluster of 2 separate species, C2H2IN3S in total in a non-equilibrium geometry. The level of theory is ωB97M-V/def2-TZVPD.

As for the spin multiplicity: 1. For the LUMO energy, the calculation gives -0.84 eV. The HOMO-LUMO gap comes out at 8.64 eV.

XYZ file:
```
9
C2H2IN3S ωB97M-V/def2-TZVPD
I -0.48 -3.27 1.78
S -0.24 -1.07 -0.95
N 0.08 -1.35 2.20
N 0.44 1.37 -0.81
N 0.72 0.84 0.39
C -0.15 0.54 -1.56
C 0.39 -0.40 0.46
H -0.34 0.75 -2.61
H 0.97 -1.42 2.62
```

natural (NBO) atomic charge list, values in e, 5 entries: number 1, I, carries 0.2992; number 2, S, carries 0.3988; number 3, N, carries -0.7378; number 4, N, carries -0.2279; number 5, N, carries -0.3058


This record from the Open Molecules 2025 dataset describes an isolated molecule of C2H2INO3 in a non-equilibrium geometry. The level of theory is ωB97M-V/def2-TZVPD.

As for the spin multiplicity: 1. For the LUMO energy (alpha / beta), the calculation gives -2.24 / -1.86 eV. The HOMO-LUMO gap (alpha / beta) comes out at 6.13 / 7.93 eV.

XYZ file:
```
9
C2H2INO3 ωB97M-V/def2-TZVPD
I -0.90 4.53 -1.68
O -1.80 1.02 1.42
O -0.17 -0.41 0.65
O -0.72 3.01 -0.19
N -0.67 -1.54 1.30
C -0.38 1.81 -0.31
C -0.92 0.85 0.69
H 0.42 1.59 -0.96
H 0.03 -2.25 1.15
```

natural (NBO) atomic charge list, values in e, 5 entries: number 1, I, carries 0.1405; number 2, O, carries -0.4548; number 3, O, carries -0.4098; number 4, O, carries -0.5033; number 5, N, carries -0.1620


This record from the Open Molecules 2025 dataset describes the ion C2H2INO3P with charge -1 in a non-equilibrium geometry. The level of theory is ωB97M-V/def2-TZVPD.

As for the total charge: -1. As for the spin multiplicity: 3. For the LUMO energy (alpha / beta), the calculation gives 3.02 / 0.25 eV. The HOMO-LUMO gap (alpha / beta) comes out at 5.76 / 5.75 eV.

XYZ file:
```
10
C2H2INO3P ωB97M-V/def2-TZVPD
I 0.85 0.18 3.20
P -0.51 -0.47 1.10
O -0.65 -0.75 -2.03
O -1.92 -0.60 1.37
O 0.15 -1.65 0.49
N 0.38 0.88 -0.94
C 0.40 -0.15 -1.74
C 0.06 0.99 0.26
H -0.10 2.00 0.64
H 1.35 -0.42 -2.35
```

natural (NBO) atomic charge list, values in e, 5 entries: number 1, I, carries -0.3809; number 2, P, carries 2.0599; number 3, O, carries -0.4747; number 4, O, carries -1.0819; number 5, O, carries -1.0976


This record from the Open Molecules 2025 dataset describes a cluster of 2 separate species, C2H2IOS in total in a non-equilibrium geometry. The level of theory is ωB97M-V/def2-TZVPD.

As for the total charge: -1. As for the spin multiplicity: 1. For the LUMO energy, the calculation gives 2.79 eV. The HOMO-LUMO gap comes out at 4.61 eV.

XYZ file:
```
7
C2H2IOS ωB97M-V/def2-TZVPD
I 0.93 -0.94 2.28
S -2.70 2.14 2.50
O -1.98 2.24 -0.12
C -2.22 2.07 1.02
C 0.67 -0.47 0.16
H -0.31 -0.90 -0.11
H 0.58 0.63 0.11
```

natural (NBO) atomic charge list, values in e, 5 entries: number 1, I, carries -0.2042; number 2, S, carries -0.0152; number 3, O, carries -0.4534; number 4, C, carries 0.4572; number 5, C, carries -1.0462


This record from the Open Molecules 2025 dataset describes a structure of composition C2H2InO2P in a non-equilibrium geometry. The level of theory is ωB97M-V/def2-TZVPD.

As for the total charge: +2. As for the spin multiplicity: 1. For the LUMO energy (alpha / beta), the calculation gives -11.84 / -12.63 eV. The HOMO-LUMO gap (alpha / beta) comes out at 7.43 / 6.10 eV.

XYZ file:
```
8
C2H2InO2P ωB97M-V/def2-TZVPD
In 1.73 -1.54 -0.30
P 1.66 1.10 0.26
O 0.24 1.80 -0.10
O -1.40 -1.18 0.38
C -1.00 1.24 -0.01
C -1.19 -0.03 0.37
H 1.76 -3.18 -0.11
H -1.80 1.79 -0.49
```

Mulliken atomic charge list, values in e, 5 entries: number 1, In, carries 0.7562; number 2, P, carries 0.4230; number 3, O, carries -0.1166; number 4, O, carries -0.1513; number 5, C, carries 0.3277


This record from the Open Molecules 2025 dataset describes a structure of composition C2H2KO3 in a non-equilibrium geometry. The level of theory is ωB97M-V/def2-TZVPD.

As for the total charge: +1. As for the spin multiplicity: 1. For the LUMO energy, the calculation gives -4.26 eV. The HOMO-LUMO gap comes out at 8.44 eV.

XYZ file:
```
8
C2H2KO3 ωB97M-V/def2-TZVPD
K -1.56 1.16 2.07
O -1.07 0.49 -0.46
O 1.24 0.38 -0.18
O 1.90 -0.75 -0.77
C 0.09 -0.04 -0.83
C 0.66 -1.17 -1.27
H 0.53 -1.61 -2.28
H -1.71 0.57 -1.18
```

natural (NBO) atomic charge list, values in e, 5 entries: number 1, K, carries 0.9953; number 2, O, carries -0.7356; number 3, O, carries -0.2253; number 4, O, carries -0.1652; number 5, C, carries 0.4460


Q: Look up the spin multiplicity of the first one.
A: 1


Q: What is the spin multiplicity in the seventh record?
A: 1


Q: Which of these has the highest spin multiplicity?
A: C2H2INO3P